Computed, not measured: 14 unconnected molecules or ions with the total composition C56H76N12O4S2 at a distorted geometry, with ωB97M-V/def2-TZVPD.

Computed properties:
Energy relative to the best compared isomer or geometry (same formula, charge and spin) ... 388.1 kJ/mol
Frontier orbital gap ... 8.04 eV
2S+1 ... 1

Positions of all 150 atoms, in Å:
C (-10.163803, -19.063770, -17.029043)
C (-10.253611, -20.542259, -17.375140)
C (-9.366636, -20.709678, -18.583487)
S (-9.893214, -19.418206, -19.691006)
O (-11.018442, -19.916781, -20.498335)
O (-8.710225, -18.813759, -20.442413)
C (-10.560437, -18.280772, -18.353842)
H (-9.184277, -18.701201, -16.717312)
H (-10.748280, -18.798217, -16.148143)
H (-11.280356, -20.721407, -17.694239)
H (-9.975698, -21.163247, -16.523529)
H (-9.281127, -21.665879, -19.099701)
H (-8.372182, -20.446258, -18.223256)
H (-11.633903, -18.149899, -18.490364)
H (-10.238082, -17.267074, -18.591768)
C (-6.439529, -22.062308, -12.806409)
C (-5.416692, -21.297644, -13.687396)
C (-5.316169, -22.034317, -15.079538)
S (-6.974212, -22.764405, -15.345775)
O (-6.788204, -24.180447, -15.744092)
O (-7.718932, -21.869282, -16.230272)
C (-7.641044, -22.555392, -13.663632)
H (-6.754585, -21.349057, -12.044759)
H (-5.788931, -22.800661, -12.337726)
H (-4.475257, -21.278188, -13.138380)
H (-5.839369, -20.303193, -13.830553)
H (-4.613386, -22.852306, -14.921059)
H (-4.909694, -21.576541, -15.981382)
H (-8.267558, -23.417067, -13.433167)
H (-8.393160, -21.771285, -13.750755)
N (-5.739823, -18.596418, -9.497201)
C (-5.098652, -19.807425, -9.422111)
C (-4.250030, -19.980793, -10.481609)
C (-4.463572, -18.927276, -11.383281)
C (-5.370452, -18.062800, -10.743932)
H (-6.353265, -18.155803, -8.826646)
H (-5.130834, -20.259062, -8.441614)
H (-3.607580, -20.828238, -10.670011)
H (-4.030993, -18.814131, -12.366377)
H (-5.640330, -17.031440, -10.916710)
N (-9.227949, -17.897350, -13.572447)
C (-9.228995, -19.298073, -13.761580)
C (-10.190705, -19.843040, -12.951779)
C (-10.802881, -18.762569, -12.353694)
C (-10.232662, -17.578993, -12.730146)
H (-8.708777, -17.154573, -14.018371)
H (-8.545594, -19.679873, -14.505624)
H (-10.418169, -20.898494, -12.925945)
H (-11.575308, -18.851420, -11.604118)
H (-10.317213, -16.567162, -12.362125)
N (-7.129595, -27.103096, -15.998962)
C (-6.909133, -28.359882, -16.530286)
C (-6.941947, -29.265902, -15.535443)
C (-7.357201, -28.599606, -14.366970)
C (-7.579558, -27.251522, -14.694475)
H (-7.270551, -26.296238, -16.589912)
H (-6.666246, -28.286697, -17.580071)
H (-6.695407, -30.311395, -15.647559)
H (-7.358225, -29.101847, -13.410863)
H (-8.021465, -26.384685, -14.225737)
N (-5.796839, -24.409058, -8.745385)
C (-4.867003, -25.004367, -7.914703)
C (-3.658464, -24.449544, -8.033770)
C (-3.825635, -23.351764, -8.890568)
C (-5.130399, -23.371463, -9.406997)
H (-6.754769, -24.707226, -8.861811)
H (-5.097207, -25.916431, -7.384093)
H (-2.720677, -24.715968, -7.569044)
H (-3.040631, -22.704320, -9.252479)
H (-5.504719, -22.885253, -10.295746)
N (-3.971307, -23.150683, -20.450506)
C (-3.751328, -24.438818, -19.975171)
C (-4.571866, -24.630503, -18.928878)
C (-5.378554, -23.463474, -18.723622)
C (-5.027977, -22.594496, -19.713070)
H (-3.582087, -22.771831, -21.302019)
H (-3.033185, -25.086830, -20.455535)
H (-4.788456, -25.463347, -18.276296)
H (-6.112811, -23.320077, -17.944721)
H (-5.443258, -21.621695, -19.931238)
N (-9.419875, -20.193095, -6.695767)
C (-8.423834, -21.104362, -6.337651)
C (-7.884183, -21.506723, -7.534525)
C (-8.411582, -20.777608, -8.576172)
C (-9.435571, -19.999899, -8.048013)
H (-10.015671, -19.876355, -5.944231)
H (-8.166766, -21.405799, -5.332936)
H (-7.118140, -22.244875, -7.720870)
H (-8.329214, -20.916849, -9.643989)
H (-10.194537, -19.421702, -8.554031)
N (-3.460662, -18.617752, -18.761277)
C (-4.261897, -18.520133, -19.803237)
C (-5.593874, -18.679445, -19.424462)
C (-5.582343, -19.017563, -18.003360)
C (-4.228434, -18.858053, -17.627889)
H (-2.460397, -18.544800, -18.880669)
H (-3.874798, -18.174473, -20.750372)
H (-6.469797, -18.610068, -20.052418)
H (-6.341208, -19.330123, -17.301342)
H (-3.799568, -18.906839, -16.637889)
N (-4.756287, -26.169579, -13.983416)
C (-3.663703, -25.649241, -14.571593)
C (-2.898425, -25.004280, -13.599141)
C (-3.609399, -25.165300, -12.431010)
C (-4.751401, -25.929225, -12.683149)
H (-5.490803, -26.596703, -14.529454)
H (-3.496355, -25.682573, -15.638022)
H (-1.900705, -24.593218, -13.643765)
H (-3.502779, -24.850041, -11.403573)
H (-5.605547, -26.183034, -12.072893)
N (0.001126, -20.763249, -12.674457)
C (0.456466, -21.431884, -11.548547)
C (-0.473394, -22.502762, -11.375785)
C (-1.673191, -22.157829, -12.014674)
C (-1.364794, -21.070044, -12.877095)
H (0.494637, -19.974163, -13.066753)
H (1.431105, -21.303325, -11.101410)
H (-0.345671, -23.273120, -10.629708)
H (-2.562174, -22.759224, -11.894529)
H (-1.922021, -20.496908, -13.603323)
N (-11.553470, -25.793512, -13.968196)
C (-10.676242, -26.039671, -14.984562)
C (-10.166451, -24.746021, -15.355060)
C (-10.703363, -23.809500, -14.516958)
C (-11.530181, -24.490275, -13.584933)
H (-12.132648, -26.526710, -13.584699)
H (-10.527266, -27.071368, -15.267069)
H (-9.525685, -24.466579, -16.178293)
H (-10.450884, -22.759752, -14.543168)
H (-12.099859, -24.230102, -12.705063)
N (-8.390338, -26.404543, -9.593598)
C (-8.612629, -25.301163, -10.361275)
C (-8.927594, -24.211308, -9.552675)
C (-9.176184, -24.780459, -8.244320)
C (-8.777741, -26.092461, -8.301098)
H (-8.105698, -27.316991, -9.919966)
H (-8.401529, -25.432755, -11.412231)
H (-9.031025, -23.187704, -9.881219)
H (-9.512816, -24.229769, -7.378395)
H (-8.825286, -26.919381, -7.608034)
N (-9.484157, -25.575314, -20.919056)
C (-10.490585, -26.012712, -20.133397)
C (-10.094467, -26.025481, -18.832947)
C (-8.856148, -25.363754, -18.766101)
C (-8.471320, -25.209016, -20.074592)
H (-9.517021, -25.505392, -21.926102)
H (-11.427403, -26.309956, -20.581081)
H (-10.758140, -26.271484, -18.017215)
H (-8.353885, -25.116097, -17.842634)
H (-7.540498, -24.820795, -20.460925)

Forces on atoms 1 to 2 (eV/Å):
C -0.2 1.7 -0.6
C -0.5 0.2 0.0